Entry 1:
# C65H78N4O6SSnTe

A structure of composition C65H78N4O6SSnTe (ωB97M-V with the def2-TZVPD basis set, the Open Molecules 2025 dataset).

Output
Charge: -2
Energy, eV: -110881.54754
Energy relative to the best compared isomer or geometry (same formula, charge and spin), kJ/mol: 51.8
F_max, eV/A: 1.3
Orbital gap, eV: 5.1
2S+1: 1

The geometry in XYZ format:
```
156
C65H78N4O6SSnTe ωB97M-V with the def2-TZVPD basis set
Te 3.07262 -0.83483 -1.53752
Sn 0.26824 -0.69554 -0.60650
S -1.54966 -3.28937 -2.27527
O 0.86671 0.95888 0.74944
O -1.91913 -0.08937 -0.02404
O -0.29370 -1.62839 1.87615
O -1.68461 -1.87466 -2.58944
O 0.02139 1.45624 -1.89975
O -1.54682 -4.23626 -3.36288
N -0.15804 -5.76073 -1.26920
N 1.53212 -4.35807 -0.33094
N -0.28856 -3.37192 -1.28637
N -6.05381 -4.35594 1.46762
C -3.41201 1.75223 -0.23430
C 6.41420 2.18199 3.84832
C -2.95741 -0.82400 2.51782
C -0.89937 1.92053 6.28382
C -1.87841 0.47962 4.39611
C -2.05039 6.48658 1.48762
C 2.06125 -0.40008 2.93312
C 6.61684 -2.89923 -3.06341
C 0.35988 -4.54221 -0.99270
C -2.96597 -3.63169 -1.27480
C -0.42947 -2.96939 2.35667
C 6.94821 2.59803 1.46574
C -6.75018 2.55067 3.36885
C -4.36771 -5.17911 -0.08849
C -1.82359 4.37337 -0.71172
C 2.03704 1.38487 1.18007
C 0.12609 7.36961 0.67404
C 5.37814 -2.26673 -2.96688
C 4.49681 -2.17185 -4.18848
C -6.22695 3.04510 2.02034
C -1.12910 6.59927 0.26394
C -1.73731 -0.36824 3.29668
C -1.84653 7.40306 -0.83172
C 2.71762 2.43707 0.51902
C 5.44619 -1.23710 0.71453
C -1.58317 3.10399 -1.22648
C 1.84615 -6.72039 -0.38846
C 3.92977 2.90154 1.00808
C 3.88110 1.33149 2.77661
C -4.63821 -2.81069 0.24262
C -2.88948 0.62640 0.46243
C -0.30757 3.30260 5.97336
C 7.05985 -2.46628 -0.76394
C 0.49795 4.69910 -0.31133
C -5.74358 4.49274 2.20032
C 4.97406 -1.72745 -1.73575
C -7.39402 3.03690 1.02297
C -3.50729 0.31753 1.69847
C 7.47088 -3.01495 -1.97266
C 0.48756 0.71080 4.55317
C -0.12375 1.29259 7.45154
C 0.67078 -0.13951 3.47487
C 5.88318 4.39108 2.84514
C -5.08201 2.17824 1.49961
C -0.45560 -0.70409 2.89168
C 5.82951 -1.81888 -0.62487
C -2.35130 2.10462 6.72183
C -3.34026 -4.94429 -0.98907
C 0.78778 3.44125 -0.83091
C -0.79876 5.20170 -0.26285
C -4.56506 1.08235 2.18581
C 0.59940 -6.81222 -0.97776
C -0.77810 1.02019 5.05323
C 2.21343 2.93124 -0.81967
C -0.26123 2.68636 -1.34101
C 2.66772 0.82883 2.31181
C -4.47355 2.47861 0.28009
C -3.61288 -2.56783 -0.65754
C -2.73885 2.15865 -1.52214
C 4.54566 2.37969 2.14896
C -0.17071 1.33628 -3.30890
C -5.01177 -4.11540 0.54796
C 8.81643 -3.68188 -2.10820
C 5.92642 2.87953 2.57892
C 2.24846 -5.43137 -0.05908
H -6.17400 -3.60862 2.13285
H 6.67244 3.10778 0.53845
H -1.03733 1.91090 -3.63626
H -0.22350 1.91042 8.35191
H -8.23406 3.63246 1.40204
H 5.54496 4.93988 1.96156
H 0.43690 -3.24849 2.96155
H 0.17323 -7.78343 -1.22193
H 6.52577 1.10422 3.69408
H -2.96560 5.93812 1.24914
H -1.54751 5.95042 2.29797
H 2.31747 2.11655 -1.54077
H -4.99179 0.79027 3.14180
H -1.33650 -3.06329 2.95728
H 2.87365 3.74038 -1.13993
H 0.71855 1.69147 -3.83422
H 4.65757 -1.83327 1.18948
H -2.35826 1.25649 -1.99592
H 3.52335 -2.63430 -4.00401
H -7.09299 3.45139 0.05729
H 2.71755 -0.74412 3.73604
H -4.67052 -6.19733 0.13724
H -5.95844 2.53682 4.12394
H 2.45110 -7.58795 -0.17030
H -4.84284 3.32010 -0.30598
H -2.80886 -5.76070 -1.46756
H 0.81918 7.48053 -0.16475
H 6.91467 -3.32244 -4.02022
H 6.87804 4.76539 3.11992
H -5.36075 4.89861 1.25982
H 4.28978 -1.12601 -4.43401
H -2.68787 -1.64640 1.85659
H -6.56110 5.13861 2.54591
H 4.42697 3.69026 0.44537
H -0.15631 8.36955 1.01831
H -2.95218 2.57800 5.93944
H 0.73224 3.22508 5.64600
H -2.05703 8.42164 -0.48337
H 4.97017 -2.65367 -5.05020
H -1.22528 7.46356 -1.73039
H 1.32889 5.27213 0.08887
H -2.33204 7.48257 1.85010
H -7.74067 2.01391 0.85303
H -0.87108 3.78826 5.17158
H 0.93951 1.19677 7.21807
H -5.97447 -5.24301 1.93714
H -3.46162 2.63044 -2.19200
H 3.19262 -5.25576 0.45335
H -5.12797 -1.97403 0.73416
H 6.98998 1.52602 1.25048
H 7.39129 2.58511 4.13445
H 7.95010 2.93764 1.76076
H -2.88820 0.74899 4.69221
H -0.32952 0.27965 -3.52468
H -7.54226 3.21917 3.72185
H 9.58955 -2.96858 -2.41198
H -2.81611 1.14790 6.97743
H -7.16579 1.54126 3.29160
H 5.72229 2.33886 4.68167
H 0.65616 6.86931 1.48971
H 4.32248 0.84612 3.64329
H -4.93090 4.53501 2.93191
H 5.03297 -0.23149 0.60664
H 1.37584 1.16653 4.98686
H 6.31069 -1.20204 1.38429
H -0.50904 0.29239 7.67098
H -3.28408 -1.55242 -0.85858
H -2.79417 6.93493 -1.11124
H -3.73050 -1.16343 3.21053
H -0.34210 3.94423 6.86170
H 2.01908 -1.19470 2.18391
H 8.79116 -4.47506 -2.85960
H 5.18965 4.61431 3.66156
H -0.49476 -3.61381 1.49029
H 7.71250 -2.54025 0.10380
H 9.13381 -4.12289 -1.16059
H -2.38364 2.74867 7.60629
H -2.85928 4.69188 -0.61617
```

Mulliken atomic charge list, values in e, 8 entries: 0.25 1.17 1.13 -0.69 0.20 0.79 -0.56 0.28


Entry 2:
# C65H84CdN3O3P3S2Se

A structure of composition C65H84CdN3O3P3S2Se (ωB97M-V with the def2-TZVPD basis set, the Open Molecules 2025 dataset).

Output
Charge: -2
Energy, eV: -198836.71789
Energy relative to the best compared isomer or geometry (same formula, charge and spin), kJ/mol: 69.2
F_max, eV/A: 1.8
Orbital gap, eV: 5.8
2S+1: 1

The geometry in XYZ format:
```
162
C65H84CdN3O3P3S2Se ωB97M-V with the def2-TZVPD basis set
Cd 0.19143 0.47881 1.21123
Se 0.69073 -1.45309 -0.67407
S -0.50787 0.93761 4.31243
S -1.77707 2.97621 -0.65417
P -0.30627 0.87031 -3.83107
P -0.09367 2.61901 3.38683
P -0.29347 3.53421 0.52453
O 1.98983 -0.62919 1.93743
O 0.35343 0.90471 -2.52587
O -1.59097 -0.67139 1.27893
N 0.49023 -0.14919 -4.93007
N -1.89197 0.37021 -3.78577
N -0.39817 2.32151 -4.70377
C 2.31663 2.51421 4.79583
C -4.12017 -6.08559 -1.09087
C 3.26893 4.29621 -2.32327
C -3.17557 -1.50849 -4.38767
C -2.39607 -0.21589 -2.54097
C 2.58443 -1.10889 -5.54447
C 1.59893 4.73011 4.23373
C 2.10523 2.89261 -0.76137
C -1.67757 -6.49819 -1.17717
C -3.57777 -1.07489 -2.98007
C -2.63367 5.05251 5.52393
C 4.48513 -6.55079 1.52093
C 2.41003 -6.76229 0.20183
C -2.47677 -4.18089 -0.72547
C -1.86667 -1.75629 0.67023
C -5.45197 -2.59569 1.87963
C 2.28703 5.26201 -2.17927
C 0.79073 3.14941 -4.51967
C 4.38473 -0.74379 3.53193
C 3.72063 4.39461 5.30393
C 3.48543 3.02901 5.32553
C -2.53417 -0.23599 -4.93367
C 2.29393 -3.73249 0.09353
C 1.35493 3.35991 4.25083
C 4.59473 -2.96699 4.59793
C 3.63273 -2.04719 3.83303
C -4.13947 -1.80089 1.79673
C -1.08327 4.58741 -4.38907
C -2.65287 3.56901 3.19413
C -0.97557 -2.35959 -0.25977
C -1.59297 3.16331 -4.63057
C -3.54857 -1.71439 3.21093
C -2.79737 -5.17949 -2.98817
C 2.41473 -1.77789 4.72553
C 1.11853 3.85931 -0.60857
C -2.29367 6.95571 1.57213
C 3.15383 -2.63339 2.51203
C -3.11667 -2.43139 0.85693
C -0.66697 5.24901 1.07693
C -4.47567 -0.39119 1.29053
C 1.89193 -2.46749 0.46853
C 3.13383 -4.47969 0.90863
C 0.75113 0.15781 -6.31807
C -2.77347 -5.46649 -1.47987
C -1.46927 3.71231 3.90763
C 0.43173 2.55501 1.74533
C 3.51823 -3.90119 2.11543
C -3.81317 4.17821 3.62953
C 0.03953 7.40281 1.88323
C -1.98757 5.67821 1.14113
C 2.32013 -1.83359 1.66623
C 3.16363 3.10431 -1.62387
C 1.20413 5.03301 -1.35107
C -1.46857 4.45191 5.08353
C 2.76893 5.24461 4.75873
C -1.28047 7.82541 1.93953
C 0.34433 4.54471 -4.93087
C 3.61763 -5.85429 0.46663
C 0.34553 6.12191 1.46173
C -3.37187 -3.60119 0.17413
C 4.44873 -5.70529 -0.81677
C -3.80827 4.91551 4.80283
C 2.27303 0.09741 -6.42707
C 1.55793 -0.99669 -4.40907
C -1.28067 -3.51539 -0.94697
H -4.48687 -0.47249 -3.03067
H 2.41733 -2.02059 -6.12077
H -2.76897 5.00191 0.82143
H -4.32327 -4.07979 0.33673
H -2.12147 3.10041 -5.59447
H -4.72637 4.07251 3.05973
H 1.16603 -1.97759 -4.11537
H 5.47153 -3.19719 3.99553
H 4.78783 -6.67969 -1.17007
H 3.86313 -5.23449 -1.60177
H 4.78133 -7.53589 1.15983
H 3.92253 2.34311 -1.73767
H -0.55757 -3.87719 -1.66727
H 5.22183 -0.94999 2.86303
H 0.85323 5.38721 3.80573
H 0.98433 5.31921 -4.51017
H -1.69427 5.33931 -4.89177
H -2.26537 2.82521 -3.84057
H 1.10903 3.13821 -3.47197
H -3.48407 -4.36459 -3.20667
H 0.42263 5.77621 -1.25877
H -3.32617 7.28011 1.61703
H -2.62887 5.62031 6.44723
H 2.37273 6.19981 -2.71377
H -3.32007 -2.71229 3.58473
H 1.37623 5.79291 1.41813
H -1.81077 -4.89529 -3.34547
H 2.71083 0.99431 -5.98867
H -2.63337 -1.12799 3.20503
H 4.14103 -4.47619 2.77883
H -5.28467 -3.59099 2.28953
H 4.93013 -2.46279 5.50413
H 4.76563 -0.28789 4.44623
H -2.64777 2.96001 2.29683
H -5.92467 -2.69039 0.90233
H -6.14597 -2.07029 2.53633
H 2.62573 -0.00979 -7.45357
H 0.34603 4.62701 -6.02277
H -5.25397 0.05711 1.90813
H 1.97973 -0.53319 -3.51357
H 3.92553 -6.67979 2.44403
H 1.90253 -2.71319 4.95493
H -4.00837 -1.85029 -5.00297
H -3.73677 -1.90599 -2.29667
H -2.67247 0.57531 -1.84047
H -0.56147 4.54291 5.66503
H 2.04083 1.97211 -0.18987
H 2.71903 -1.30739 5.66093
H 4.21813 2.36451 5.76663
H 4.11223 -3.89589 4.89493
H -1.80257 -0.42619 -5.71967
H 2.74113 -7.75909 -0.09057
H -4.72407 5.36271 5.17153
H 1.77923 -6.36319 -0.58597
H -4.25647 -1.23909 3.88993
H -1.06787 4.79011 -3.31827
H 2.12583 1.44981 4.81313
H -1.62377 -0.83289 -2.06647
H -4.14147 -6.31879 -0.02887
H -4.27437 -7.01069 -1.64787
H -1.84247 -7.41299 -1.74867
H -1.51197 8.83361 2.26253
H -3.30527 0.44011 -5.33127
H 1.80743 -6.84229 1.10403
H 4.10403 4.46251 -2.99197
H 4.64253 4.79671 5.70833
H 5.38873 -5.98349 1.72993
H -4.94417 -5.41259 -1.31767
H 1.70923 -1.12119 4.22253
H 3.71253 -0.04689 3.04093
H 2.94273 6.31551 4.74863
H 0.30903 -0.61809 -6.96607
H -3.59067 0.23631 1.33503
H 0.83453 8.07981 2.17503
H 1.92943 -4.13389 -0.84407
H -4.81927 -0.43009 0.25673
H 0.31923 1.12321 -6.58357
H 3.60983 -1.10959 -5.18017
H -1.67787 -6.74069 -0.11637
H 5.32223 -5.08309 -0.62857
H -2.43387 -2.30379 -4.33007
H -0.69477 -6.10949 -1.42837
H 1.61123 2.75841 -5.12887
H -3.12237 -6.06429 -3.53607
```

Mulliken atomic charge list, values in e, 8 entries: 5.15 -0.78 -0.50 -0.48 -0.73 1.45 2.02 -1.91